Below is 16 unconnected molecules or ions with the total composition C66H98N12O26P2 at a distorted geometry, with properties calculated with ωB97M-V/def2-TZVPD.

The calculation puts the frontier orbital gap at 8.49 eV. The calculation puts the maximum force at 4.13 eV/Å. The HOMO energy is -8.29 eV.

```
! RIJCOSX wB97M-V def2-TZVPD def2/J DEFGRID3
* xyz 0 1
N 3.594 2.157 -1.232
C 4.525 1.575 -0.452
C 5.870 1.906 -0.612
C 6.228 2.932 -1.467
C 5.272 3.598 -2.152
C 3.952 3.116 -2.043
H 4.143 0.843 0.226
H 6.701 1.478 -0.096
H 7.244 3.266 -1.595
H 5.581 4.369 -2.920
H 3.184 3.595 -2.619
N -0.953 -1.978 5.607
C -2.060 -2.582 6.105
C -3.334 -2.087 5.879
C -3.474 -0.871 5.276
C -2.378 -0.158 4.878
C -1.127 -0.773 4.990
H -1.976 -3.510 6.662
H -4.248 -2.598 6.154
H -4.474 -0.469 5.143
H -2.482 0.797 4.355
H -0.265 -0.266 4.578
N 2.455 -2.286 -5.525
C 1.215 -2.731 -5.831
C 0.897 -4.006 -6.276
C 1.914 -4.898 -6.279
C 3.160 -4.507 -5.965
C 3.411 -3.219 -5.592
H 0.310 -2.101 -5.821
H -0.143 -4.332 -6.499
H 1.745 -5.918 -6.586
H 4.007 -5.206 -5.998
H 4.400 -2.866 -5.293
N 0.683 -5.846 -2.403
C 0.548 -6.995 -1.781
C -0.566 -7.403 -1.029
C -1.543 -6.452 -0.991
C -1.399 -5.215 -1.534
C -0.309 -4.965 -2.253
H 1.384 -7.636 -1.821
H -0.699 -8.379 -0.583
H -2.489 -6.687 -0.520
H -2.119 -4.384 -1.404
H -0.233 -3.943 -2.652
N -0.187 3.663 -4.546
C 1.024 3.888 -5.072
C 1.579 3.035 -6.036
C 0.864 2.004 -6.499
C -0.391 1.728 -5.909
C -0.826 2.596 -4.941
H 1.527 4.753 -4.675
H 2.554 3.306 -6.466
H 1.275 1.368 -7.301
H -0.828 0.801 -6.257
H -1.784 2.453 -4.450
N -7.899 -0.573 -1.478
C -8.622 0.230 -0.724
C -8.128 1.415 -0.209
C -6.853 1.733 -0.463
C -6.023 0.860 -1.177
C -6.581 -0.258 -1.659
H -9.669 -0.022 -0.588
H -8.789 2.063 0.344
H -6.371 2.631 -0.149
H -5.034 1.128 -1.443
H -5.999 -0.980 -2.206
O -1.629 6.462 4.408
P -2.245 5.188 4.755
N -1.818 4.716 6.276
C -2.526 3.728 6.982
C -0.758 5.432 6.961
N -1.965 3.826 3.933
C -2.250 4.081 2.504
C -0.767 3.067 4.259
N -3.873 5.319 4.598
C -4.837 4.418 4.047
C -4.421 6.615 4.965
H -1.988 2.754 7.046
H -3.457 3.471 6.431
H -2.832 4.065 7.969
H -0.328 6.193 6.308
H 0.107 4.804 7.219
H -1.139 5.924 7.862
H -2.939 4.901 2.537
H -1.355 4.448 2.001
H -2.754 3.246 2.089
H -0.436 2.522 3.375
H 0.042 3.686 4.641
H -0.985 2.327 5.050
H -5.223 4.720 3.060
H -4.306 3.472 3.955
H -5.701 4.431 4.711
H -5.139 6.476 5.807
H -4.910 7.087 4.071
H -3.661 7.304 5.367
O -1.401 -1.792 -1.553
P -0.337 -0.866 -1.026
N 0.959 -0.605 -1.966
C 0.791 0.040 -3.284
C 2.287 -1.089 -1.802
N 0.274 -1.400 0.385
C 0.597 -2.798 0.554
C 0.992 -0.493 1.236
N -0.962 0.595 -0.784
C -0.259 1.797 -0.800
C -2.339 0.713 -0.467
H 1.306 -0.528 -4.042
H 1.204 1.055 -3.274
H -0.253 0.102 -3.549
H 2.415 -1.550 -0.813
H 3.033 -0.271 -1.864
H 2.521 -1.906 -2.534
H 0.293 -3.137 1.577
H 0.079 -3.447 -0.155
H 1.659 -2.961 0.444
H 2.015 -0.858 1.437
H 1.260 0.389 0.662
H 0.513 -0.249 2.185
H -0.864 2.576 -1.331
H 0.035 2.193 0.172
H 0.659 1.713 -1.379
H -2.809 1.382 -1.184
H -2.462 1.188 0.516
H -2.793 -0.225 -0.562
C -3.424 -3.716 2.102
C -2.562 -2.557 1.615
O -3.333 -1.397 2.044
C -4.465 -1.787 2.551
O -5.345 -1.067 3.007
O -4.494 -3.110 2.751
H -2.929 -4.389 2.785
H -3.703 -4.316 1.206
H -2.403 -2.424 0.578
H -1.616 -2.463 2.157
C -2.252 5.227 -2.521
C -3.455 4.752 -3.434
O -4.178 3.930 -2.477
C -3.748 4.229 -1.221
O -4.353 3.841 -0.240
O -2.644 4.930 -1.206
H -2.095 6.253 -2.710
H -1.398 4.651 -2.840
H -3.009 4.192 -4.238
H -4.142 5.475 -3.843
C 2.661 3.408 2.027
C 3.784 3.633 3.054
O 3.550 2.537 3.962
C 2.879 1.546 3.361
O 2.725 0.427 3.680
O 2.368 2.016 2.152
H 2.899 3.563 0.932
H 1.761 3.990 2.230
H 3.763 4.611 3.442
H 4.707 3.456 2.516
C 4.176 0.866 -4.600
C 5.372 0.418 -3.751
O 6.367 1.366 -4.125
C 5.848 2.332 -4.875
O 6.338 3.413 -5.067
O 4.707 1.905 -5.440
H 3.354 1.180 -3.974
H 3.812 0.016 -5.190
H 5.845 -0.556 -4.037
H 5.103 0.404 -2.722
C 0.185 -5.149 3.732
C 1.162 -4.371 4.692
O 2.333 -4.212 3.923
C 2.249 -4.878 2.747
O 3.161 -4.994 1.967
O 0.985 -5.344 2.532
H -0.689 -4.488 3.515
H -0.209 -6.053 4.148
H 1.401 -4.982 5.528
H 0.635 -3.474 4.992
C -3.682 -2.664 -3.253
C -2.695 -2.799 -4.383
O -2.302 -1.490 -4.529
C -3.037 -0.623 -3.789
O -2.979 0.542 -3.840
O -3.902 -1.292 -3.045
H -3.204 -3.033 -2.346
H -4.572 -3.166 -3.572
H -3.176 -3.265 -5.196
H -1.940 -3.510 -4.103
C 5.510 -2.064 3.753
C 5.087 -2.122 2.280
O 4.868 -0.804 1.925
C 5.452 0.001 2.787
O 5.697 1.138 2.586
O 5.917 -0.729 3.896
H 6.349 -2.735 3.963
H 4.642 -2.222 4.416
H 4.256 -2.768 2.106
H 5.975 -2.515 1.757
C 4.545 -4.979 -2.595
C 3.812 -4.788 -1.320
O 4.544 -3.716 -0.764
C 5.163 -2.979 -1.745
O 5.680 -1.919 -1.635
O 5.083 -3.669 -2.938
H 3.879 -5.249 -3.396
H 5.357 -5.674 -2.421
H 3.904 -5.667 -0.675
H 2.769 -4.515 -1.454
*
```



Below is 10 unconnected molecules or ions with the total composition C67H134F9N7O11 at a distorted geometry, with properties calculated with ωB97M-V/def2-TZVPD.

The calculation puts the frontier orbital gap at 2.96 eV. The calculation puts the maximum force at 7.00 eV/Å. The HOMO energy is -12.77 eV.

```
! RIJCOSX wB97M-V def2-TZVPD def2/J DEFGRID3
* xyz 4 1
C 4.550 -1.718 5.632
C 3.809 -1.818 4.320
O 2.570 -1.928 4.175
N 4.640 -1.814 3.272
H 5.626 -1.918 3.385
H -0.402 -1.030 3.325
C 4.146 -2.151 1.836
H 4.440 -2.536 6.366
H 4.217 -0.911 6.250
H 5.628 -1.589 5.489
H 3.887 -3.210 1.804
H 4.994 -1.932 1.156
H 3.313 -1.522 1.597
C 1.672 -0.027 7.186
C 1.406 1.474 7.023
C 0.502 1.654 5.869
N 0.287 3.045 5.414
C 0.105 3.975 6.607
C -0.856 3.167 4.407
C -0.655 4.414 3.536
C 0.858 4.755 3.783
C 1.438 3.542 4.489
H 0.768 -0.537 7.577
H 2.573 -0.334 7.742
H 1.868 -0.429 6.169
H 2.393 1.943 6.966
H 0.857 1.803 7.917
H -0.466 1.150 6.071
H 1.015 1.179 5.011
H 1.062 4.028 7.071
H -0.611 3.569 7.309
H -0.210 4.976 6.277
H -1.796 3.221 4.974
H -0.853 2.235 3.858
H -1.193 5.264 3.937
H -0.697 4.174 2.508
H 1.039 5.648 4.368
H 1.297 4.942 2.803
H 2.251 3.956 5.104
H 1.756 2.628 3.963
C -9.255 1.533 3.889
C -8.851 2.183 2.577
C -8.361 1.076 1.622
N -7.493 1.390 0.458
C -8.352 2.205 -0.448
C -6.130 2.038 0.856
C -5.339 1.851 -0.418
C -5.827 0.607 -1.093
C -7.014 0.129 -0.302
H -9.790 2.289 4.478
H -8.404 1.310 4.542
H -9.949 0.698 3.797
H -7.961 2.793 2.768
H -9.662 2.809 2.129
H -9.238 0.509 1.207
H -7.844 0.262 2.177
H -8.712 3.032 0.130
H -9.144 1.557 -0.836
H -7.784 2.651 -1.306
H -6.222 3.061 1.220
H -5.680 1.541 1.695
H -5.522 2.719 -1.100
H -4.263 1.876 -0.177
H -6.121 0.795 -2.098
H -5.050 -0.157 -1.126
H -7.793 -0.259 -0.907
H -6.720 -0.545 0.474
C -2.764 -4.505 8.218
C -3.626 -5.012 7.084
C -4.707 -4.016 6.753
C -4.147 -2.755 6.160
C -3.645 -3.142 4.725
C -2.385 -4.004 4.846
N -2.642 -5.009 5.940
O -2.115 -6.061 5.776
C -1.056 -3.272 5.219
C -2.053 -4.683 3.542
C -4.122 -6.449 7.473
H -2.111 -5.333 8.520
H -3.510 -4.306 9.044
H -2.168 -3.585 8.054
H -5.203 -3.843 7.690
H -5.433 -4.492 6.057
H -3.379 -2.322 6.754
H -4.969 -2.047 6.068
H -3.405 -2.241 4.166
H -4.478 -3.635 4.224
H -0.300 -3.939 5.672
H -1.167 -2.407 5.867
H -0.616 -2.947 4.252
H -2.726 -5.619 3.395
H -1.058 -5.079 3.660
H -2.167 -3.919 2.717
H -4.429 -6.340 8.523
H -3.236 -7.085 7.436
H -4.957 -6.843 6.818
C -2.987 -0.225 -6.219
C -2.285 1.156 -6.205
C -2.254 1.761 -4.786
C -1.358 2.992 -4.683
C 0.052 2.636 -5.089
C 0.161 2.104 -6.516
N -0.855 1.073 -6.790
O -0.623 0.216 -7.462
C 1.588 1.474 -6.742
C -0.084 3.179 -7.632
C -3.011 2.078 -7.197
H -2.490 -0.883 -5.480
H -2.956 -0.767 -7.155
H -4.041 -0.010 -5.986
H -1.840 1.019 -4.123
H -3.296 1.885 -4.436
H -1.444 3.367 -3.665
H -1.631 3.842 -5.308
H 0.575 2.020 -4.380
H 0.619 3.569 -5.073
H 1.821 1.400 -7.816
H 1.617 0.418 -6.379
H 2.403 2.099 -6.272
H 0.099 2.776 -8.651
H 0.752 3.945 -7.495
H -1.014 3.715 -7.713
H -2.863 3.107 -6.997
H -4.044 1.796 -7.139
H -2.659 1.855 -8.234
C 5.246 7.686 0.406
C 4.283 7.602 -0.842
C 5.022 7.164 -2.086
C 5.346 5.667 -2.184
C 4.015 4.976 -2.003
C 3.441 5.091 -0.616
N 3.360 6.544 -0.353
O 2.426 6.961 0.360
C 4.429 4.469 0.408
C 2.143 4.371 -0.387
C 3.534 8.917 -0.862
H 5.879 6.892 0.723
H 4.688 7.950 1.323
H 5.920 8.541 0.216
H 5.920 7.792 -2.173
H 4.475 7.542 -3.009
H 6.146 5.362 -1.512
H 5.659 5.549 -3.258
H 4.251 3.918 -2.122
H 3.411 5.340 -2.852
H 5.471 4.678 0.279
H 4.394 3.366 0.283
H 4.206 4.741 1.453
H 1.260 4.667 -0.965
H 1.890 4.327 0.664
H 2.287 3.368 -0.763
H 4.298 9.672 -1.195
H 3.137 9.229 0.080
H 2.728 9.028 -1.575
C -1.417 -5.342 -2.034
C -0.367 -6.354 -2.461
C -0.663 -6.860 -3.874
C 0.576 -7.345 -4.703
C 1.648 -6.246 -4.700
C 2.181 -5.947 -3.320
N 1.069 -5.601 -2.444
O 1.147 -4.816 -1.620
C 3.265 -4.900 -3.352
C 2.726 -7.294 -2.696
C -0.358 -7.509 -1.521
H -1.380 -5.223 -0.927
H -2.386 -5.827 -2.157
H -1.453 -4.369 -2.555
H -1.142 -6.016 -4.389
H -1.367 -7.704 -3.824
H 0.174 -7.374 -5.717
H 0.959 -8.336 -4.423
H 1.281 -5.266 -5.058
H 2.491 -6.537 -5.330
H 4.084 -5.356 -3.940
H 3.636 -4.602 -2.404
H 2.835 -3.935 -3.724
H 2.217 -7.585 -1.734
H 3.767 -7.114 -2.404
H 2.729 -8.062 -3.502
H 0.323 -8.330 -1.778
H -1.437 -7.853 -1.553
H -0.193 -7.198 -0.477
C 0.578 -2.287 -4.434
O 1.524 -2.413 -5.503
O 0.169 -3.389 -3.938
C 1.180 -1.352 -3.285
F 2.101 -1.856 -2.489
F 1.569 -0.163 -3.721
F 0.172 -0.966 -2.507
C 0.962 -3.017 -6.643
C 2.011 -4.024 -7.074
H 1.635 -4.903 -7.666
H 2.864 -3.647 -7.623
H 2.385 -4.345 -6.126
H 0.822 -2.216 -7.359
H 0.071 -3.588 -6.506
H -0.358 -1.614 -4.874
C -0.593 -0.348 1.574
O 0.368 0.597 1.328
O -0.908 -0.243 2.921
C -1.779 -0.078 0.763
F -1.429 0.612 -0.352
F -2.442 -1.177 0.428
F -2.764 0.673 1.364
C 1.463 0.048 0.504
C 2.686 0.924 0.702
H 3.390 0.686 -0.131
H 2.253 1.940 0.783
H 3.176 0.635 1.643
H 1.275 0.015 -0.588
H 1.670 -0.992 0.887
H -0.166 -1.333 1.335
C 6.162 0.563 -1.286
O 6.077 0.845 -2.944
O 5.749 -0.567 -0.931
C 7.598 0.885 -1.187
F 7.830 2.299 -1.403
F 8.025 0.859 0.180
F 8.456 0.374 -2.007
C 5.533 2.018 -3.359
C 4.027 1.801 -3.741
H 3.626 2.770 -4.179
H 3.886 1.056 -4.502
H 3.580 1.596 -2.777
H 6.083 2.447 -4.225
H 5.392 2.750 -2.621
H 5.760 1.612 -1.030
*
```



Q: maximum force of number 1 (C66H98N12O26P2)?
A: 4.13 eV/Å